(1)
{
  "formula": "C6H16F7NO8S2V",
  "method": "ωB97M-V/def2-TZVPD",
  "symbols": ["V", "C", "F", "F", "F", "S", "O", "O", "N", "S", "O", "O", "C", "F", "F", "F", "F", "C", "O", "H", "H", "H", "H", "C", "O", "H", "H", "H", "H", "C", "O", "H", "H", "H", "H", "C", "O", "H", "H", "H", "H"],
  "coordinates": [[13.93, 14.17, 24.84], [15.64, 14.06, 28.83], [15.14, 12.93, 29.32], [14.65, 14.93, 28.65], [16.53, 14.57, 29.62], [16.40, 13.50, 27.12], [17.82, 13.60, 27.32], [15.95, 12.16, 26.85], [15.68, 14.63, 25.91], [16.82, 15.81, 25.81], [17.40, 16.29, 27.05], [17.68, 15.59, 24.70], [15.62, 17.26, 25.34], [16.21, 18.43, 25.54], [15.40, 17.12, 24.04], [14.49, 17.17, 26.02], [14.88, 14.49, 22.91], [12.73, 12.58, 27.37], [12.64, 13.75, 26.59], [12.37, 11.69, 26.85], [13.71, 12.33, 27.78], [12.10, 12.62, 28.26], [12.47, 14.47, 27.22], [10.87, 12.87, 24.18], [12.05, 13.45, 23.65], [10.06, 13.12, 23.49], [10.91, 11.78, 24.27], [10.53, 13.23, 25.15], [11.90, 13.60, 22.71], [15.38, 11.48, 23.84], [14.28, 11.94, 24.64], [15.72, 10.47, 24.10], [15.14, 11.48, 22.78], [16.29, 12.04, 24.04], [13.98, 11.15, 25.10], [11.72, 16.75, 24.57], [12.83, 15.97, 24.14], [11.81, 17.82, 24.36], [10.77, 16.38, 24.19], [11.74, 16.53, 25.63], [12.94, 15.94, 23.18]],
  "relative_energy_kcal_mol": 45.2,
  "orbital_gap_ev": [7.692, 9.576],
  "spin_multiplicity": 4,
  "homo_ev": [-7.96, -9.85],
  "total_charge": 0,
  "s_squared": 3.75
}

(2)
{
  "formula": "C8H15N4OS",
  "method": "ωB97M-V/def2-TZVPD",
  "symbols": ["C", "C", "C", "C", "C", "C", "C", "C", "N", "N", "N", "N", "O", "S", "H", "H", "H", "H", "H", "H", "H", "H", "H", "H", "H", "H", "H", "H", "H"],
  "coordinates": [[-1.17, -1.05, -2.67], [-1.25, 0.13, -3.31], [-0.73, 0.16, -0.95], [-0.48, 0.51, 0.40], [0.75, -0.48, 5.35], [-1.38, 0.57, -4.77], [1.85, -0.32, 4.35], [1.36, -1.07, 3.01], [-0.84, -0.98, -1.46], [0.04, -0.54, 1.15], [-0.67, 1.74, 0.98], [-0.14, 0.35, -5.47], [0.40, -0.26, 2.40], [-1.01, 1.39, -2.11], [-1.35, -2.05, -3.11], [-0.20, -0.35, 4.78], [0.74, -1.42, 5.82], [0.89, 0.19, 6.16], [-2.20, 0.04, -5.20], [-1.67, 1.61, -4.79], [2.84, -0.83, 4.67], [1.82, 0.67, 4.04], [2.16, -1.24, 2.38], [0.92, -2.12, 3.25], [-0.99, 2.53, 0.26], [-0.38, 1.86, 1.94], [-0.08, -0.55, -5.93], [0.71, 0.48, -4.87], [0.06, 1.02, -6.28]],
  "relative_energy_kcal_mol": 30.8,
  "orbital_gap_ev": [6.563, 6.561],
  "homo_ev": [-10.47, -10.47],
  "total_charge": 1
}

(3)
{
  "formula": "C3H4N2O2S",
  "method": "ωB97M-V/def2-TZVPD",
  "symbols": ["C", "C", "C", "H", "H", "H", "H", "N", "N", "O", "O", "S"],
  "coordinates": [[1.79, -0.21, -0.40], [-0.91, 1.32, -0.07], [-1.40, -1.08, 0.05], [1.41, -0.21, -1.44], [1.01, -0.03, 1.50], [-1.96, 1.39, -0.34], [-0.92, -2.03, 0.32], [0.80, -0.25, 0.52], [-0.51, 0.01, 0.16], [-0.15, 2.26, 0.01], [-2.55, -0.96, -0.24], [3.38, -0.22, -0.05]],
  "relative_energy_kcal_mol": 38.6,
  "orbital_gap_ev": 9.128,
  "homo_ev": -9.10,
  "total_charge": 0
}

(4)
{
  "formula": "C4H8N2O",
  "method": "ωB97M-V/def2-TZVPD",
  "symbols": ["N", "C", "O", "C", "N", "C", "C", "H", "H", "H", "H", "H", "H", "H", "H"],
  "coordinates": [[1.74, -1.07, -1.31], [1.81, -0.09, -0.48], [2.55, 0.90, -0.21], [0.74, 0.08, 0.55], [-0.39, 0.66, 0.30], [-1.76, 0.68, 0.70], [-1.35, 0.73, -0.75], [2.56, -1.07, -1.92], [0.22, -2.07, -0.32], [-0.32, -2.14, 0.20], [0.95, -0.14, 1.59], [-2.15, -0.26, 1.09], [-2.13, 1.59, 1.18], [-1.44, -0.16, -1.37], [-1.42, 1.69, -1.27]],
  "relative_energy_kcal_mol": 118.0,
  "orbital_gap_ev": 8.807,
  "homo_ev": -8.68,
  "total_charge": 0
}

(5)
{
  "formula": "C6H7NO",
  "method": "ωB97M-V/def2-TZVPD",
  "symbols": ["C", "C", "C", "C", "C", "C", "H", "H", "H", "H", "H", "H", "H", "N", "O"],
  "coordinates": [[1.04, -0.89, 1.53], [0.15, -0.14, 0.50], [-1.20, 0.10, 0.64], [-1.80, 0.84, -0.32], [-0.04, 1.05, -1.61], [0.72, 0.28, -0.72], [2.30, -2.24, 1.37], [1.50, -0.27, 2.13], [0.21, -1.05, 2.18], [-1.73, -0.23, 1.73], [-2.80, 1.13, -0.34], [0.27, 1.34, -2.67], [2.01, 0.13, -1.09], [-1.32, 1.29, -1.43], [1.78, -1.91, 0.83]],
  "relative_energy_kcal_mol": 76.8,
  "orbital_gap_ev": 10.345,
  "homo_ev": -9.63,
  "total_charge": 0
}

(6)
{
  "formula": "C2H6N4O4",
  "method": "ωB97M-V/def2-TZVPD",
  "symbols": ["C", "C", "N", "N", "N", "N", "O", "O", "O", "O", "H", "H", "H", "H", "H", "H"],
  "coordinates": [[0.56, 0.52, -0.52], [-0.69, -0.56, 0.79], [0.53, 1.86, -0.51], [-0.45, -1.81, 0.36], [1.75, -0.14, -0.12], [-1.77, 0.12, 0.17], [1.89, -1.33, -0.57], [-2.05, 1.29, 0.53], [2.59, 0.38, 0.66], [-2.34, -0.51, -0.72], [0.18, -0.04, -1.39], [-0.48, -0.25, 1.79], [0.98, 2.07, 0.50], [-0.29, 2.41, -0.66], [-0.93, -1.89, -0.66], [0.53, -2.12, 0.36]],
  "relative_energy_kcal_mol": 36.6,
  "orbital_gap_ev": 7.176,
  "homo_ev": -8.83,
  "total_charge": 0
}

(7)
{
  "formula": "C12H30N2NaO8SSn2",
  "method": "ωB97M-V/def2-TZVPD",
  "symbols": ["Sn", "Sn", "Na", "S", "O", "O", "O", "O", "C", "O", "C", "C", "N", "C", "C", "O", "C", "H", "H", "H", "H", "H", "H", "H", "H", "H", "H", "H", "H", "H", "H", "H", "C", "O", "C", "C", "N", "C", "C", "O", "C", "H", "H", "H", "H", "H", "H", "H", "H", "H", "H", "H", "H", "H", "H", "H"],
  "coordinates": [[-28.18, 0.85, 10.59], [-26.05, 5.00, 8.10], [-26.17, 3.75, 11.87], [-26.56, 2.73, 9.50], [-27.27, 3.13, 8.29], [-26.35, 1.24, 9.45], [-25.23, 3.34, 9.60], [-27.33, 2.90, 10.74], [-27.49, -1.76, 7.02], [-28.19, -0.58, 7.37], [-27.86, 0.73, 6.91], [-29.06, 1.68, 7.22], [-28.96, 2.19, 8.57], [-30.09, 3.13, 8.91], [-30.03, 3.88, 10.33], [-30.28, 2.85, 11.19], [-30.81, 3.31, 12.46], [-26.44, -1.75, 7.33], [-27.50, -1.99, 5.96], [-27.80, -2.63, 7.60], [-27.60, 0.84, 5.86], [-26.94, 0.96, 7.44], [-29.92, 1.02, 7.27], [-29.21, 2.38, 6.41], [-28.09, 2.71, 8.59], [-31.08, 2.66, 8.90], [-30.14, 3.82, 8.07], [-30.64, 4.77, 10.48], [-29.02, 4.27, 10.47], [-30.57, 2.52, 13.17], [-31.87, 3.56, 12.39], [-30.19, 4.10, 12.89], [-24.97, 8.39, 9.13], [-24.97, 7.66, 7.90], [-25.53, 8.29, 6.75], [-25.34, 7.45, 5.58], [-26.13, 6.19, 5.65], [-25.88, 5.21, 4.55], [-26.85, 4.04, 4.72], [-26.86, 3.53, 6.05], [-26.90, 2.08, 6.20], [-24.72, 7.66, 9.90], [-25.92, 8.88, 9.32], [-24.32, 9.26, 9.14], [-25.20, 9.32, 6.59], [-26.61, 8.46, 6.81], [-24.28, 7.20, 5.48], [-25.67, 7.99, 4.70], [-27.09, 6.26, 5.96], [-24.87, 4.81, 4.53], [-26.01, 5.71, 3.59], [-26.44, 3.25, 4.09], [-27.89, 4.18, 4.43], [-26.27, 1.73, 7.02], [-26.43, 1.55, 5.38], [-27.98, 1.94, 6.33]],
  "orbital_gap_ev": 5.966,
  "homo_ev": -16.92,
  "total_charge": 3
}

(8)
{
  "formula": "C4H7NO2",
  "method": "ωB97M-V/def2-TZVPD",
  "symbols": ["O", "C", "C", "C", "C", "O", "N", "H", "H", "H", "H", "H", "H", "H"],
  "coordinates": [[1.27, 2.37, 0.47], [0.63, 1.54, 1.05], [0.51, 0.15, 0.37], [-0.83, 0.01, -0.32], [-0.87, -1.32, -1.09], [-1.35, -1.50, -2.17], [0.58, -0.89, 1.40], [-0.02, 1.73, 1.93], [1.38, 0.02, -0.28], [-1.56, 0.02, 0.49], [-1.20, 0.77, -1.02], [-0.30, -2.12, -0.60], [-0.25, -1.33, 1.72], [1.43, -1.37, 1.63]],
  "relative_energy_kcal_mol": 46.8,
  "orbital_gap_ev": 9.995,
  "homo_ev": -9.17,
  "total_charge": 0
}

(9)
{
  "formula": "C13H23NO3",
  "method": "ωB97M-V/def2-TZVPD",
  "symbols": ["C", "C", "C", "C", "C", "C", "C", "C", "N", "O", "H", "C", "C", "H", "H", "C", "C", "O", "O", "C", "H", "H", "H", "H", "H", "H", "H", "H", "H", "H", "H", "H", "H", "H", "H", "H", "H", "H", "H", "H"],
  "coordinates": [[-0.31, -3.15, 6.20], [0.30, -3.21, 4.81], [-0.25, -2.10, 3.91], [0.35, -2.15, 2.51], [-0.19, -1.03, 1.61], [0.40, -1.11, 0.21], [-0.11, 0.02, -0.71], [0.28, -0.25, -2.14], [-0.28, -1.17, -2.80], [0.18, -1.34, -4.11], [-0.36, -2.07, -4.45], [1.36, 0.69, -2.59], [1.79, 1.42, -1.32], [2.61, 0.89, -0.83], [2.11, 2.44, -1.51], [0.55, 1.37, -0.40], [-0.35, 2.55, -0.72], [-0.39, 3.57, -0.08], [-1.07, 2.35, -1.83], [-1.92, 3.41, -2.22], [-2.62, 3.66, -1.42], [-2.45, 3.07, -3.11], [-1.33, 4.30, -2.45], [0.84, 1.47, 0.65], [0.94, 1.37, -3.33], [2.18, 0.14, -3.07], [-1.19, 0.06, -0.62], [0.13, -2.06, -0.25], [1.49, -1.06, 0.26], [0.04, -0.07, 2.07], [-1.28, -1.12, 1.55], [1.44, -2.06, 2.57], [0.12, -3.12, 2.05], [-0.02, -1.13, 4.36], [-1.33, -2.19, 3.84], [1.38, -3.12, 4.87], [0.07, -4.18, 4.35], [-1.39, -3.26, 6.16], [0.09, -3.95, 6.83], [-0.08, -2.20, 6.68]],
  "relative_energy_kcal_mol": 47.4,
  "orbital_gap_ev": 10.281,
  "homo_ev": -9.44,
  "total_charge": 0
}

(10)
{
  "formula": "C2H8OS2",
  "method": "ωB97M-V/def2-TZVPD",
  "symbols": ["S", "S", "H", "H", "C", "O", "C", "H", "H", "H", "H", "H", "H"],
  "coordinates": [[1.29, 0.10, 1.16], [2.22, 0.88, -0.56], [1.63, 1.13, 1.93], [2.27, -0.31, -1.18], [-2.25, -0.07, -0.59], [-2.02, -1.06, -1.58], [-2.47, -0.63, 0.80], [-3.14, 0.47, -0.92], [-1.41, 0.63, -0.55], [-1.36, -1.69, -1.26], [-3.23, -1.41, 0.81], [-2.74, 0.16, 1.49], [-1.55, -1.11, 1.14]],
  "relative_energy_kcal_mol": 20.4,
  "orbital_gap_ev": 8.910,
  "homo_ev": -8.79,
  "total_charge": 0
}

(11)
{
  "formula": "C5H6N",
  "method": "ωB97M-V/def2-TZVPD",
  "symbols": ["C", "C", "C", "C", "C", "N", "H", "H", "H", "H", "H", "H"],
  "coordinates": [[-0.53, -0.84, -0.56], [-0.12, -0.30, 0.42], [0.34, 2.12, 1.08], [1.46, 1.46, 1.04], [-0.82, -1.63, -1.67], [0.24, 0.66, 1.38], [-0.30, 2.92, 1.26], [2.43, 1.27, 0.73], [-0.81, -1.09, -2.66], [-0.19, -2.47, -1.84], [-1.84, -2.28, -1.54], [0.13, 0.17, 2.37]],
  "relative_energy_kcal_mol": 139.8,
  "orbital_gap_ev": 9.757,
  "homo_ev": -14.32,
  "total_charge": 1
}

(12)
{
  "formula": "C8H16CuO10S2",
  "method": "ωB97M-V/def2-TZVPD",
  "symbols": ["Cu", "S", "O", "O", "O", "O", "S", "O", "O", "O", "O", "C", "C", "C", "O", "C", "H", "H", "H", "H", "H", "H", "H", "H", "C", "C", "C", "O", "C", "H", "H", "H", "H", "H", "H", "H", "H"],
  "coordinates": [[-1.69, 0.89, 0.11], [-2.79, 1.54, -2.27], [-2.32, 0.96, -3.50], [-3.86, 2.49, -2.37], [-3.17, 0.54, -1.28], [-1.60, 2.12, -1.61], [-2.27, 1.28, 2.70], [-3.55, 1.60, 3.39], [-1.43, 1.27, 3.90], [-2.21, 0.01, 1.93], [-1.83, 2.29, 1.75], [2.66, 0.87, 0.04], [2.54, 0.68, 1.57], [1.08, 0.98, 1.94], [0.45, 1.03, 0.61], [1.33, 1.46, -0.40], [2.85, -0.05, -0.50], [3.47, 1.53, -0.28], [3.19, 1.43, 2.01], [2.85, -0.34, 1.80], [1.03, 1.87, 2.57], [0.74, 0.05, 2.38], [1.34, 2.55, -0.50], [1.02, 1.16, -1.40], [0.60, -2.44, -1.88], [0.96, -2.79, -0.45], [-0.22, -2.17, 0.31], [-0.69, -1.08, -0.47], [-0.53, -1.41, -1.86], [0.47, -3.41, -2.37], [1.47, -2.01, -2.38], [1.81, -2.15, -0.20], [1.16, -3.85, -0.36], [-0.06, -1.81, 1.32], [-1.04, -2.86, 0.45], [-0.30, -0.49, -2.40], [-1.46, -1.76, -2.29]],
  "relative_energy_kcal_mol": 40.0,
  "orbital_gap_ev": [5.792, 5.780],
  "spin_multiplicity": 2,
  "homo_ev": [-1.17, -1.15],
  "total_charge": -2,
  "s_squared": 0.75
}

What did we get for calculated total energy? Answer: -3334.2685 -1005.8935 -774.8653 -341.8156 -362.6910 -599.5239 -2174.1859 -361.8063 -789.5980 -952.5811 -248.3930 -3503.7037 Eh, in the order shown.
What did we get for molar mass? Answer: 478.3 215.3 132.1 100.1 109.1 150.1 622.9 101.1 241.3 112.2 80.1 399.9 g mol⁻¹, in the order shown.